{
  "formula": "C16H9BCl36F7O4S",
  "method": "the ωB97M-V functional and the def2-TZVPD basis",
  "symbols": ["C", "C", "C", "C", "O", "B", "S", "O", "O", "C", "F", "F", "C", "F", "F", "C", "F", "F", "F", "O", "H", "H", "H", "H", "H", "H", "H", "H", "H", "C", "Cl", "Cl", "Cl", "Cl", "C", "Cl", "Cl", "Cl", "Cl", "C", "Cl", "Cl", "Cl", "Cl", "C", "Cl", "Cl", "Cl", "Cl", "C", "Cl", "Cl", "Cl", "Cl", "C", "Cl", "Cl", "Cl", "Cl", "C", "Cl", "Cl", "Cl", "Cl", "C", "Cl", "Cl", "Cl", "Cl", "C", "Cl", "Cl", "Cl", "Cl"],
  "coordinates": [[3.049015, -1.757158, -1.071664], [3.999145, -0.518988, -1.619216], [3.159246, 0.728664, -2.271526], [3.853518, 2.222138, -2.370502], [2.973119, 3.179641, -1.621918], [1.654753, 2.452419, -1.635618], [0.448780, 2.799461, -0.236109], [0.827790, 2.009366, 1.053780], [0.567692, 4.341108, 0.072710], [-1.352061, 2.489020, -0.642049], [-1.909898, 3.720177, -1.309989], [-2.065950, 2.371511, 0.683511], [-1.647639, 1.144980, -1.532040], [-1.740799, 1.604538, -2.963282], [-0.695437, 0.029895, -1.326429], [-3.158545, 0.519470, -1.192617], [-3.068791, -0.319792, 0.052497], [-4.221834, 1.549628, -1.140626], [-3.557649, -0.446895, -2.279497], [2.112539, 1.061312, -1.283967], [2.192910, -1.409926, -0.338493], [3.772278, -2.468932, -0.443508], [2.617757, -2.439142, -1.934211], [4.705371, -0.132061, -0.752202], [4.652992, -0.977769, -2.504226], [2.516906, 0.428070, -3.208780], [3.672290, 2.475742, -3.521709], [5.012672, 2.333316, -2.254269], [1.147907, 2.512357, -2.720110], [-3.521837, -3.522405, 2.170212], [-3.809075, -5.198413, 1.638177], [-5.060349, -2.623828, 2.159282], [-2.850228, -3.529915, 3.820552], [-2.367682, -2.737356, 1.062927], [4.639667, -5.860882, -0.477125], [5.581816, -4.418324, -0.930943], [5.719856, -7.065022, 0.269746], [3.370359, -5.399885, 0.685234], [3.886557, -6.560379, -1.932454], [-6.160345, -5.707062, -1.577135], [-6.457728, -5.924838, -3.320323], [-5.001928, -4.375314, -1.334034], [-7.693514, -5.317628, -0.757090], [-5.488230, -7.210418, -0.896961], [-2.193528, -9.035665, 1.905612], [-3.339145, -8.157534, 0.861096], [-0.558186, -8.361419, 1.692009], [-2.689457, -8.862689, 3.608220], [-2.187253, -10.761050, 1.461242], [-0.393521, 7.482723, 2.426042], [-1.448520, 8.916814, 2.355841], [0.040391, 7.146965, 4.121202], [-1.253092, 6.078977, 1.743860], [1.087172, 7.788000, 1.483275], [9.806496, -6.928391, 1.231610], [10.620380, -5.841508, 2.385233], [10.971362, -7.458728, -0.007909], [9.174525, -8.350292, 2.099683], [8.459668, -6.063158, 0.449381], [0.806502, -3.775856, -4.880281], [1.748651, -2.333299, -5.334099], [1.886691, -4.979997, -4.133410], [-0.462806, -3.314859, -3.717923], [0.053392, -4.475353, -6.335610], [-5.493538, 8.336635, 2.544723], [-6.895496, 8.227756, 1.450544], [-5.910640, 7.612637, 4.118391], [-4.115571, 7.458866, 1.833762], [-5.052325, 10.047242, 2.776256], [-3.393521, 13.110513, 4.718653], [-3.359190, 11.527811, 5.536236], [-4.689097, 14.113040, 5.419368], [-1.825430, 13.927272, 4.939415], [-3.700332, 12.874065, 2.979569]],
  "forces_ev_per_angstrom": [[0.7328, -0.3629, 0.6725], [-0.1139, -0.2391, -1.0089], [-1.4762, 0.2413, 2.5678], [-1.1645, 0.4438, -2.7807], [0.8781, -1.5746, -0.7517], [3.2892, -2.2948, -1.1295], [3.4287, 4.1422, 7.3433], [-2.2141, 1.6252, -4.3025], [-1.2823, -4.6728, -1.6233], [-2.7095, 1.4204, 0.9748], [1.4450, -4.2084, 1.9247], [1.8738, 0.2000, -4.1777], [-0.9400, -0.5368, -1.5241], [0.6850, -1.8824, 4.3921], [-3.0655, 4.0343, -0.9471], [-1.5109, -1.8799, -0.2622], [-0.8082, 3.5277, -4.3335], [3.8036, -3.7659, 0.1307], [1.2593, 3.2394, 3.6249], [0.0806, -0.2775, -1.4277], [1.7602, -0.4873, -1.7280], [-1.6514, 1.5488, -1.3141], [0.7543, 1.6107, 1.5922], [-1.5599, -0.7328, -1.8352], [-1.0576, 0.9711, 1.9605], [1.8875, 0.4449, 1.1937], [0.5513, -0.2526, 2.0975], [-2.3243, -0.1981, 0.6578], [-0.7166, 0.2142, -0.2188], [0.1201, 0.0961, -0.1423], [0.1845, 0.4860, 0.4841], [0.3260, -0.1920, -0.0037], [-0.1651, -0.0113, -0.3620], [-0.2868, -0.5699, 0.4906], [-0.1374, 0.0432, 0.0902], [-0.1195, -0.4706, 0.0832], [-1.0143, 0.0702, -0.2751], [0.3320, -0.1051, -0.3313], [0.2230, 0.0878, 0.3511], [0.0978, 0.3067, -0.0132], [0.0611, 0.0112, 0.4113], [-0.4267, -0.3342, -0.3023], [0.3689, -0.1174, -0.1764], [-0.4264, 0.3586, -0.3630], [0.0901, 0.0539, 0.0479], [0.5502, -0.5848, 0.3522], [-0.4436, -0.1601, 0.0445], [0.1049, -0.0285, -0.4171], [-0.0101, 0.3702, 0.0930], [-0.0244, -0.2794, -0.2429], [0.6434, 0.0834, 0.1581], [-0.0966, 0.0987, -0.3103], [0.4160, 0.4762, 0.2620], [-0.4194, -0.1059, 0.2671], [-0.0281, 0.2487, -0.1129], [-0.1663, -0.2796, -0.2404], [-0.2433, 0.0886, 0.2865], [0.1192, 0.3006, -0.1914], [1.1488, -0.1164, 0.3402], [-0.0357, 0.1513, 0.0862], [-0.2434, -0.3888, 0.1522], [-0.2622, 0.3377, -0.1680], [0.3617, -0.1154, -0.3069], [0.1462, 0.1218, 0.2732], [0.2047, -0.2319, -0.2064], [0.2164, 0.0527, 0.2358], [0.0755, 0.1822, -0.3160], [-1.0274, 0.1186, 0.2486], [-0.1637, -0.5224, -0.0843], [0.0478, -0.1206, 0.0772], [0.0191, 0.4601, -0.2117], [0.2802, -0.2135, -0.1666], [-0.3850, -0.1905, -0.0693], [0.1528, 0.2355, 0.4106]],
  "homo_lumo_gap_ev": 7.41,
  "homo_ev": -6.18,
  "charge": -1
}